[1]
Entry from OMol25: C51H49ClN3O3TeTi as an isolated structure at a distorted geometry (ωB97M-V with the def2-TZVPD basis set).

XYZ file:
```
109
Properties=species:S:1:pos:R:3:forces:R:3:lowdin_spin:R:1
Ti -0.3990 -2.8609 0.6701 -0.2 -0.2 -1.2 0.1243
Cl -6.1040 -4.8852 4.3553 0.0 0.0 0.0 0.0000
C -4.6408 -4.7886 3.4222 0.0 0.1 0.1 -0.0002
C -4.4569 -5.6419 2.3353 0.0 -0.1 -0.1 0.0000
C -3.3034 -5.5792 1.5889 0.0 0.0 0.0 -0.0001
C -2.2995 -4.6394 1.8758 0.0 0.0 0.3 0.0006
O -1.2236 -4.5782 1.1286 0.0 0.5 -0.1 0.0037
C -2.4841 -3.7984 3.0074 -0.4 -0.2 0.0 0.0001
C -1.4590 -2.9286 3.4997 0.4 0.0 0.2 0.0002
N -0.3718 -2.6984 2.8558 -0.6 -0.2 -0.5 -0.0006
C 0.7587 -2.0276 3.2959 0.3 0.5 0.6 0.0000
C 0.8908 -1.2050 4.3897 -0.3 -0.3 -0.1 -0.0001
C 2.1342 -0.6441 4.7236 0.2 0.0 0.0 0.0000
C 3.2544 -0.9232 3.9906 -0.1 0.1 0.1 0.0000
C 3.1599 -1.7592 2.8582 -0.2 0.0 -0.1 0.0001
C 4.2682 -2.1184 2.0649 0.0 -0.1 -0.1 0.0001
C 4.0988 -2.9412 0.9845 0.1 0.1 0.1 0.0001
C 2.8020 -3.3619 0.6574 -0.2 0.1 0.0 0.0007
N 1.7462 -3.0341 1.3695 -0.3 0.1 -0.2 0.0009
C 1.8969 -2.2677 2.4866 0.6 -0.1 0.1 0.0002
C -3.6644 -3.8909 3.7652 0.0 -0.1 0.0 0.0001
H -5.2318 -6.3541 2.0847 0.0 0.0 0.0 0.0000
H -3.1546 -6.2356 0.7427 0.0 0.0 0.0 0.0001
H -1.6280 -2.5167 4.4977 0.1 0.0 0.0 0.0000
H 0.0311 -0.9826 5.0092 0.0 0.0 0.0 0.0000
H 2.1927 0.0117 5.5819 0.0 0.0 0.0 0.0000
H 4.2155 -0.5021 4.2563 0.0 0.0 0.0 0.0000
H 5.2464 -1.7348 2.3282 0.0 0.0 0.0 0.0000
H 4.9279 -3.2389 0.3594 0.0 0.0 0.0 0.0000
H 2.6156 -3.9441 -0.2363 0.0 0.0 0.0 0.0004
H -3.8035 -3.2513 4.6279 0.0 0.0 0.0 0.0000
C 2.8432 7.7358 2.4962 0.0 0.0 0.0 0.0000
C 2.3645 6.3204 2.3265 0.0 0.0 0.0 0.0000
C 3.0642 5.4098 1.5474 0.0 0.0 0.0 0.0000
C 2.6257 4.1018 1.3776 0.0 -0.1 0.0 0.0000
C 3.4368 3.1715 0.5165 0.0 0.1 0.0 0.0000
C 1.4406 3.6795 2.0022 -0.1 0.1 0.0 0.0000
Te 0.7705 1.6671 1.7735 0.0 -0.1 0.0 0.0000
N -0.5611 -0.9344 0.8522 0.0 -0.1 0.3 -0.0036
C -1.8197 -1.0532 0.6310 0.1 0.1 -0.2 0.0093
O -2.2540 -2.2774 0.3031 0.1 -0.1 0.1 0.0022
C -2.8455 0.0147 0.7651 0.1 0.1 0.0 0.0010
C -2.8957 0.7624 1.9358 0.0 0.0 0.0 0.0009
C -3.8556 1.7518 2.0906 0.0 0.0 0.0 0.0000
C -4.7501 2.0129 1.0627 0.0 0.0 0.0 0.0007
C -4.6970 1.2712 -0.1107 0.0 0.0 0.0 0.0000
C -3.7580 0.2616 -0.2538 0.0 0.0 0.0 0.0012
C 0.4707 1.7028 -0.3270 -0.1 0.2 0.0 -0.0001
C -0.5949 2.4275 -0.8742 0.0 -0.1 0.0 0.0002
C -1.4997 3.3004 -0.0520 0.0 0.0 0.0 0.0000
C -0.8276 2.3416 -2.2454 0.0 -0.1 0.0 0.0001
C -0.0417 1.5603 -3.0785 0.0 0.0 0.0 0.0000
C -0.3282 1.4521 -4.5503 0.0 0.0 0.0 -0.0001
C 1.0240 0.8712 -2.5155 0.0 0.0 0.0 0.0004
C 1.2996 0.9343 -1.1547 -0.1 0.0 0.0 0.0000
C 2.4704 0.1524 -0.6319 0.0 -0.2 0.0 0.0002
C 0.7184 4.5880 2.7912 0.1 0.0 -0.1 0.0000
C -0.5862 4.2831 3.4836 -0.1 0.0 0.0 0.0000
C 1.1998 5.8873 2.9386 0.0 0.0 0.0 0.0000
H 3.8118 7.8839 2.0201 0.0 0.0 0.0 0.0000
H 2.9413 7.9960 3.5512 0.0 0.0 0.0 0.0000
H 2.1403 8.4424 2.0507 0.0 0.0 0.0 0.0000
H 3.9789 5.7220 1.0547 0.0 0.0 0.0 0.0000
H 4.2893 3.6931 0.0820 0.0 0.0 0.0 0.0000
H 2.8368 2.7586 -0.2966 0.1 0.1 0.0 0.0000
H 3.8056 2.3245 1.0999 0.0 0.1 0.0 0.0000
H -2.1674 0.5690 2.7136 0.0 0.0 0.0 0.0001
H -3.8972 2.3279 3.0067 0.0 0.0 0.0 0.0000
H -5.4907 2.7944 1.1752 0.0 0.0 0.0 0.0001
H -5.3954 1.4759 -0.9119 0.0 0.0 0.0 0.0000
H -3.7196 -0.3341 -1.1572 0.0 0.0 0.0 0.0004
H -1.8031 2.8016 0.8684 0.1 0.1 -0.1 0.0000
H -2.3982 3.5545 -0.6148 0.0 0.0 0.0 0.0000
H -1.0004 4.2305 0.2296 0.1 0.0 0.0 0.0000
H -1.6600 2.8951 -2.6676 0.0 0.0 0.0 0.0000
H -1.1372 2.1197 -4.8456 0.0 0.0 0.0 0.0000
H -0.6090 0.4297 -4.8149 0.0 0.2 0.1 0.0000
H 0.5547 1.7048 -5.1407 0.0 0.0 0.0 0.0002
H 1.6533 0.2557 -3.1519 0.0 0.0 0.0 0.0002
H 3.1750 -0.0543 -1.4388 0.0 0.0 0.0 0.0001
H 2.1233 -0.8011 -0.2276 0.0 0.0 0.0 0.0001
H 2.9927 0.6789 0.1680 -0.1 -0.2 -0.1 0.0000
H -0.8312 3.2244 3.5000 0.0 0.0 0.0 0.0000
H -1.4062 4.7974 2.9754 0.0 0.0 0.0 0.0000
H -0.5591 4.6485 4.5113 0.0 0.0 0.0 0.0000
H 0.6321 6.5831 3.5498 0.0 0.0 0.0 0.0000
C 1.2349 -1.2457 -7.4412 0.0 0.0 0.0 0.0188
C 0.7578 -1.7070 -6.0934 0.0 0.0 0.0 0.1034
C 1.6438 -2.1501 -5.1200 0.0 0.0 0.0 -0.0127
C 1.2293 -2.5733 -3.8659 0.0 0.0 0.0 0.0950
C 2.2642 -3.1302 -2.9265 0.0 0.0 0.0 0.0143
C -0.1521 -2.5271 -3.5394 0.0 0.0 0.1 0.0261
C -0.6665 -2.8464 -2.2508 0.1 0.2 -0.2 0.3756
O 0.0868 -2.8655 -1.1687 0.1 -0.5 1.0 0.1109
C -1.0699 -2.1138 -4.5466 0.0 -0.1 0.0 0.0843
C -2.5445 -2.0510 -4.2607 0.0 0.0 0.0 0.0146
C -0.6015 -1.7182 -5.7831 0.0 -0.2 0.0 -0.0165
H 2.3234 -1.2479 -7.4945 0.0 0.0 0.0 -0.0002
H 0.8926 -0.2311 -7.6558 0.0 0.0 0.0 0.0050
H 0.8597 -1.8895 -8.2397 0.0 0.0 0.0 0.0058
H 2.7032 -2.1891 -5.3543 0.0 0.0 0.0 -0.0032
H 3.1975 -3.3003 -3.4650 0.0 0.0 0.0 0.0000
H 1.9323 -4.0788 -2.5023 0.0 0.0 0.0 0.0032
H 2.4617 -2.4561 -2.0927 0.0 0.1 0.0 0.0047
H -1.7284 -2.9927 -2.0843 0.0 0.1 -0.1 0.0222
H -2.7544 -1.3938 -3.4126 0.0 0.0 0.0 0.0041
H -2.9558 -3.0326 -4.0133 0.0 0.0 0.0 0.0038
H -3.0851 -1.6723 -5.1273 0.0 0.0 0.0 -0.0002
H -1.3178 -1.3852 -6.5280 0.0 0.0 0.0 -0.0029
```
Forces are in eV/Å.

## Properties
E_tot in Ha: -3940.62696
Orbital gap (spin up / spin down) in eV: 4.6 / 6.0
Energy above the lowest of the compared OMol25 structures with the same formula, charge and spin in kJ/mol: 0.0
E_HOMO (spin up / spin down) in eV: -5.77 / -7.18
Multiplicity: 2

[2]
Entry from OMol25: C51H49FeN7O5S2 as an isolated structure at a distorted geometry (ωB97M-V with the def2-TZVPD basis set).

XYZ file:
```
115
Properties=species:S:1:pos:R:3:forces:R:3:lowdin_spin:R:1
Fe 0.5091 0.3785 -0.0363 0.9 -0.4 0.4 4.2039
C 1.1124 -4.6205 3.9543 0.0 0.0 0.0 0.0000
C 0.0374 -3.5492 4.0435 0.0 0.0 0.0 0.0002
C -0.9060 -3.7573 5.2122 0.0 0.0 0.0 0.0001
O 0.6356 -2.2785 4.1697 -0.1 0.0 0.0 0.0004
C 0.6566 -1.6330 2.9000 0.0 0.0 -0.1 0.0026
C -0.4954 -2.2995 2.1367 0.0 -0.1 0.0 0.0022
O -0.7151 -3.5237 2.8391 0.0 0.0 0.0 0.0005
C -0.2550 -2.5957 0.6369 0.0 0.1 0.0 0.0231
O -0.1055 -1.3953 -0.0365 0.0 -0.2 -0.1 0.1867
C -1.4791 -3.2781 0.0045 0.0 0.0 0.0 0.0040
C -2.6979 -3.4553 0.6435 0.0 0.0 0.0 0.0021
C -3.7845 -3.9961 -0.0391 0.0 0.0 0.0 0.0001
C -3.6672 -4.3710 -1.3660 0.0 0.0 0.0 0.0015
C -2.4475 -4.2023 -2.0144 0.0 0.0 0.0 -0.0001
C -1.3718 -3.6612 -1.3334 0.0 0.0 0.0 0.0017
C 0.9805 -3.4882 0.4601 0.0 0.0 0.0 0.0053
C 2.2238 -2.9193 0.2010 0.0 0.0 0.0 -0.0010
C 3.3541 -3.7177 0.0777 0.0 0.0 0.0 0.0000
C 3.2561 -5.0968 0.1977 0.0 0.0 0.0 0.0000
C 2.0170 -5.6732 0.4439 0.0 0.0 0.0 0.0004
C 0.8909 -4.8735 0.5748 0.0 0.0 0.0 0.0011
C 0.5354 -0.1034 3.0679 0.3 -0.1 0.0 0.0254
O 0.7151 0.4637 1.8217 -0.8 0.3 0.0 0.2059
C -0.8069 0.2733 3.7071 0.0 0.0 0.0 0.0053
C -1.7594 0.9806 2.9880 0.0 0.0 0.0 -0.0016
C -2.9821 1.3134 3.5601 0.0 0.0 0.0 0.0000
C -3.2631 0.9513 4.8678 0.0 0.0 0.0 -0.0003
C -2.3051 0.2634 5.6041 0.0 0.0 0.0 0.0003
C -1.0865 -0.0666 5.0317 0.0 0.0 0.0 0.0008
C 1.6766 0.4666 3.9313 0.1 -0.1 0.0 0.0039
C 1.6075 1.8124 4.2855 0.0 0.0 0.0 0.0023
C 2.6546 2.4325 4.9455 0.0 0.0 0.0 0.0000
C 3.7985 1.7126 5.2684 0.0 0.0 0.0 0.0023
C 3.8785 0.3746 4.9181 0.0 0.0 0.0 0.0001
C 2.8267 -0.2431 4.2515 0.0 0.0 0.0 0.0025
H 1.6753 -4.6537 4.8886 0.0 0.0 0.0 0.0000
H 1.7938 -4.3944 3.1340 0.0 0.0 0.0 0.0000
H 0.6613 -5.5972 3.7715 0.0 0.0 0.0 0.0000
H -0.3539 -3.7195 6.1526 0.0 0.0 0.0 0.0000
H -1.3950 -4.7284 5.1255 0.0 0.0 0.0 0.0000
H -1.6611 -2.9716 5.2081 0.0 0.0 0.0 0.0000
H 1.6099 -1.8152 2.3956 0.0 0.0 0.0 -0.0003
H -1.3888 -1.6697 2.1967 0.0 0.0 0.0 -0.0002
H -2.8157 -3.1800 1.6822 0.0 0.0 0.0 0.0001
H -4.7280 -4.1220 0.4783 0.0 0.0 0.0 0.0000
H -4.5141 -4.7931 -1.8931 0.0 0.0 0.0 0.0001
H -2.3389 -4.4983 -3.0519 0.0 0.0 0.0 0.0000
H -0.4187 -3.5320 -1.8334 0.0 0.0 0.0 0.0001
H 2.3171 -1.8463 0.0922 0.0 0.0 0.0 -0.0007
H 4.3130 -3.2506 -0.1132 0.0 0.0 0.0 0.0000
H 4.1371 -5.7193 0.0948 0.0 0.0 0.0 0.0000
H 1.9262 -6.7489 0.5394 0.0 0.0 0.0 0.0001
H -0.0707 -5.3283 0.7792 0.0 0.0 0.0 0.0000
H -1.5432 1.2684 1.9704 0.0 0.0 0.0 -0.0017
H -3.7125 1.8565 2.9722 0.0 0.0 0.0 0.0000
H -4.2158 1.2078 5.3155 0.0 0.0 0.0 0.0000
H -2.5056 -0.0109 6.6334 0.0 0.0 0.0 0.0001
H -0.3372 -0.5828 5.6162 0.0 0.0 0.0 0.0000
H 0.7251 2.3826 4.0183 0.0 0.0 0.0 0.0001
H 2.5814 3.4829 5.2020 0.0 0.0 0.0 -0.0001
H 4.6229 2.1947 5.7800 0.0 0.0 0.0 0.0001
H 4.7687 -0.1961 5.1544 0.0 0.0 0.0 0.0000
H 2.9150 -1.2889 3.9906 0.0 0.0 0.0 0.0001
S 3.4541 0.7208 0.2224 -0.1 0.0 -0.1 0.0744
C 2.7084 2.2367 0.4915 0.0 -0.1 0.0 0.0086
C 3.3657 3.3513 1.0646 0.0 -0.1 0.0 0.0031
C 2.6774 4.5125 1.2935 -0.1 0.0 0.0 0.0003
C 1.3170 4.5926 0.9638 0.0 0.0 0.0 0.0016
C 0.7310 3.4795 0.4136 0.0 0.0 -0.1 0.0038
N 1.4019 2.3464 0.1663 -0.2 0.1 -0.2 0.0429
H 4.4053 3.2392 1.3390 0.0 0.0 0.0 0.0015
H 3.1792 5.3597 1.7475 0.0 0.0 0.0 0.0000
H 0.7345 5.4856 1.1413 0.0 0.0 0.0 0.0003
H -0.3236 3.4704 0.1630 0.0 0.0 0.0 0.0002
S -1.7604 1.0334 -0.6351 0.1 0.2 -0.3 0.0974
C -1.9201 2.4875 -1.5978 -0.1 0.2 -0.1 0.0106
N -2.9353 3.2447 -1.3829 -0.2 -0.2 0.1 0.0240
N -3.1748 4.3014 -2.2627 0.5 0.2 -0.1 0.0057
C -3.5404 4.1735 -3.5929 -0.1 -0.1 0.0 0.0006
C -3.6046 2.9505 -4.2703 0.1 0.1 0.1 0.0005
C -3.9883 2.9127 -5.6014 0.0 0.0 -0.1 0.0000
C -4.3170 4.0696 -6.2946 0.0 0.0 0.0 0.0005
C -4.2669 5.2828 -5.6194 0.0 0.0 0.0 0.0000
C -3.8884 5.3377 -4.2904 0.0 0.0 0.0 0.0004
N -1.0289 2.8787 -2.6684 -1.2 0.4 0.3 0.0022
N 0.0384 2.2962 -2.6803 1.0 -0.5 -0.2 0.0014
C 0.8822 2.7336 -3.7562 0.1 -0.1 0.1 0.0006
C 2.2365 2.4614 -3.6264 0.1 0.0 -0.1 -0.0006
C 3.1027 2.8521 -4.6401 0.0 0.0 0.0 0.0001
C 2.6114 3.4835 -5.7735 0.0 0.0 0.0 -0.0006
C 1.2484 3.7388 -5.8976 0.0 0.0 0.0 0.0001
C 0.3770 3.3719 -4.8866 0.1 0.0 -0.1 -0.0003
H -3.6165 5.0603 -1.7788 -0.2 0.0 0.1 0.0002
H -3.3626 2.0321 -3.7571 0.0 0.0 0.1 0.0001
H -4.0285 1.9534 -6.1041 0.0 0.0 0.0 0.0000
H -4.6069 4.0273 -7.3362 0.0 0.0 0.0 0.0000
H -4.5177 6.2021 -6.1352 0.0 0.0 0.0 0.0000
H -3.8368 6.2928 -3.7793 0.0 0.0 0.0 0.0001
H 2.6045 1.9521 -2.7426 -0.1 0.0 0.1 -0.0001
H 4.1623 2.6542 -4.5363 0.0 0.0 0.0 0.0000
H 3.2884 3.7763 -6.5671 0.0 0.0 0.0 0.0000
H 0.8651 4.2299 -6.7836 0.0 0.0 0.0 0.0000
H -0.6860 3.5626 -4.9616 0.0 0.0 0.0 0.0000
C 1.1758 -1.7586 -5.1871 0.0 0.0 0.0 0.0005
N 1.6718 -1.4197 -3.8732 0.0 0.0 0.0 0.0016
C 0.8938 -0.8919 -2.8851 0.1 0.0 0.0 0.0032
N -0.4449 -0.9419 -3.0714 0.0 0.0 0.1 0.0002
O 1.4450 -0.3810 -1.9017 -0.3 0.4 -0.2 0.0352
H 2.0217 -1.9971 -5.8274 0.0 0.0 0.0 0.0001
H 0.6204 -0.9328 -5.6413 0.0 0.0 0.0 0.0000
H 0.5326 -2.6427 -5.1566 0.0 0.0 0.0 0.0000
H 2.6491 -1.2173 -3.7533 0.0 0.0 0.0 0.0001
H -0.8310 -1.6066 -3.7182 0.0 0.0 0.0 0.0000
H -1.0081 -0.7281 -2.2520 0.0 0.1 0.0 0.0001
```
Forces are in eV/Å.

## Properties
E_tot in Ha: -4792.53363
Orbital gap (spin up / spin down) in eV: 6.4 / 6.3
Energy above the lowest of the compared OMol25 structures with the same formula, charge and spin in kJ/mol: 125.8
E_HOMO (spin up / spin down) in eV: -4.46 / -4.41
Multiplicity: 6
Net charge: -1